Entry 1:
{"formula": "C29H28N13O2Tl", "method": "ωB97M-V/def2-TZVPD", "charge": -2, "multiplicity": 1, "e_tot_ha": -2156.74928, "e_above_lowest_kcal_mol": 12.9, "homo_lumo_gap_ev": 6.4, "homo_energy_ev": -2.083, "symbols": ["Tl", "C", "C", "C", "C", "C", "C", "C", "N", "N", "C", "C", "C", "C", "C", "C", "N", "C", "C", "C", "C", "C", "C", "N", "H", "H", "H", "H", "H", "H", "H", "H", "H", "H", "H", "H", "H", "H", "H", "H", "H", "H", "H", "H", "N", "C", "N", "N", "N", "N", "C", "N", "N", "N", "N", "H", "C", "C", "O", "C", "C", "C", "C", "C", "C", "O", "H", "H", "H", "H", "H", "H", "H"], "coordinates": [[-0.17, 0.03, 0.46], [0.62, -1.49, -3.26], [2.11, -1.59, -2.95], [2.68, -0.59, -1.97], [3.93, -0.85, -1.40], [4.44, 0.04, -0.48], [3.71, 1.18, -0.18], [2.50, 1.37, -0.81], [1.98, 0.50, -1.69], [-0.31, -1.95, -2.22], [-0.04, -3.28, -1.71], [-0.66, -3.59, -0.36], [-0.13, -4.65, 0.37], [-0.63, -4.92, 1.62], [-1.65, -4.13, 2.12], [-2.12, -3.10, 1.33], [-1.65, -2.84, 0.11], [-1.67, -1.87, -2.73], [-2.27, -0.49, -2.80], [-3.50, -0.31, -3.43], [-4.08, 0.94, -3.42], [-3.42, 1.99, -2.79], [-2.19, 1.72, -2.20], [-1.63, 0.51, -2.22], [0.43, -2.06, -4.19], [0.36, -0.45, -3.45], [2.64, -1.48, -3.91], [2.38, -2.58, -2.59], [4.43, -1.78, -1.62], [5.37, -0.18, 0.03], [4.04, 1.88, 0.57], [1.87, 2.23, -0.59], [1.03, -3.38, -1.52], [-0.33, -4.07, -2.43], [0.72, -5.19, -0.03], [-0.20, -5.71, 2.22], [-2.05, -4.28, 3.12], [-2.90, -2.43, 1.69], [-2.31, -2.46, -2.08], [-1.73, -2.33, -3.74], [-4.00, -1.15, -3.90], [-5.04, 1.11, -3.89], [-3.84, 2.98, -2.73], [-1.63, 2.48, -1.66], [3.37, -0.95, 2.63], [3.22, -1.93, 1.65], [4.21, -2.79, 1.41], [3.76, -3.54, 0.40], [2.58, -3.13, 0.05], [2.19, -2.10, 0.84], [2.31, -0.41, 3.36], [2.42, -0.13, 4.66], [1.24, 0.44, 4.97], [0.48, 0.48, 3.93], [1.13, -0.05, 2.87], [4.16, -1.15, 3.23], [-2.43, 2.31, 3.55], [-2.24, 2.57, 2.07], [-2.59, 1.73, 1.26], [-1.63, 3.86, 1.65], [-2.00, 5.03, 2.30], [-1.55, 6.28, 1.90], [-0.68, 6.34, 0.80], [-0.27, 5.20, 0.16], [-0.69, 3.89, 0.56], [-0.22, 2.85, 0.00], [-2.86, 1.33, 3.68], [-3.07, 3.07, 4.01], [-1.46, 2.34, 4.05], [-2.68, 4.97, 3.14], [-1.87, 7.18, 2.41], [-0.32, 7.30, 0.45], [0.42, 5.25, -0.68]]}


Entry 2:
{"formula": "C23H20ClFN4", "method": "ωB97M-V/def2-TZVPD", "multiplicity": 1, "e_tot_ha": -1667.53835, "e_above_lowest_kcal_mol": 0.0, "homo_lumo_gap_ev": 9.0, "smiles": "Fc1ccc(-n2cc(CNCCc3ccccn3)c(-c3ccccc3Cl)n2)cc1", "homo_energy_ev": -8.344, "symbols": ["F", "C", "C", "C", "C", "N", "C", "C", "C", "N", "C", "C", "C", "C", "C", "C", "C", "N", "C", "C", "C", "C", "C", "C", "C", "Cl", "N", "C", "C", "H", "H", "H", "H", "H", "H", "H", "H", "H", "H", "H", "H", "H", "H", "H", "H", "H", "H", "H", "H"], "coordinates": [[-3.51, -6.17, 2.77], [-3.09, -5.01, 2.22], [-3.57, -3.81, 2.73], [-3.14, -2.62, 2.17], [-2.24, -2.64, 1.11], [-1.79, -1.46, 0.52], [-2.17, -0.18, 0.77], [-1.46, 0.64, -0.08], [-1.48, 2.13, -0.09], [-0.97, 2.64, 1.17], [0.44, 2.42, 1.39], [1.39, 3.22, 0.46], [2.80, 3.04, 0.90], [3.59, 2.01, 0.40], [4.88, 1.86, 0.88], [5.35, 2.74, 1.84], [4.48, 3.74, 2.28], [3.25, 3.88, 1.83], [-0.64, -0.25, -0.81], [0.36, 0.06, -1.83], [1.67, -0.40, -1.67], [2.65, -0.10, -2.59], [2.34, 0.67, -3.70], [1.05, 1.11, -3.90], [0.07, 0.80, -2.97], [-1.57, 1.28, -3.29], [-0.85, -1.50, -0.43], [-1.77, -3.85, 0.62], [-2.19, -5.04, 1.17], [-4.26, -3.82, 3.55], [-3.51, -1.70, 2.58], [-2.91, 0.09, 1.50], [-0.92, 2.51, -0.96], [-2.51, 2.48, -0.19], [-1.17, 3.63, 1.25], [0.66, 2.71, 2.43], [0.64, 1.35, 1.28], [1.27, 2.87, -0.57], [1.13, 4.28, 0.52], [3.20, 1.34, -0.35], [5.52, 1.07, 0.51], [6.35, 2.67, 2.24], [4.79, 4.46, 3.03], [1.89, -1.00, -0.80], [3.66, -0.46, -2.45], [3.11, 0.92, -4.42], [0.79, 1.69, -4.77], [-1.07, -3.83, -0.21], [-1.83, -5.99, 0.80]]}


Entry 3:
{"formula": "C6H8O2", "method": "ωB97M-V/def2-TZVPD", "multiplicity": 1, "e_tot_ha": -383.72810, "e_above_lowest_kcal_mol": 114.2, "homo_lumo_gap_ev": 9.3, "smiles": "CC1=C(C)C1C(=O)O", "homo_energy_ev": -8.692, "symbols": ["C", "C", "C", "C", "C", "C", "O", "O", "H", "H", "H", "H", "H", "H", "H", "H"], "coordinates": [[-0.51, 2.11, -0.46], [-0.44, 0.70, 0.00], [-0.81, -0.57, -0.05], [-1.70, -1.66, -0.09], [0.54, -0.18, 0.57], [1.84, -0.57, -0.05], [2.02, -1.57, -0.77], [2.86, 0.26, 0.09], [0.16, 2.03, -1.35], [0.03, 2.65, 0.39], [-1.49, 2.50, -0.75], [-2.13, -2.02, 0.91], [-2.40, -1.65, -0.64], [-1.15, -2.40, -0.38], [0.50, -0.64, 1.79], [2.68, 1.01, 0.80]]}


Entry 4:
{"formula": "C12H18N4O6", "method": "ωB97M-V/def2-TZVPD", "multiplicity": 1, "e_tot_ha": -1138.17537, "e_above_lowest_kcal_mol": 287.2, "homo_lumo_gap_ev": 9.3, "homo_energy_ev": -9.656, "symbols": ["C", "C", "H", "H", "O", "C", "O", "N", "C", "O", "C", "C", "N", "C", "O", "N", "C", "O", "H", "C", "H", "C", "N", "H", "C", "C", "O", "H", "H", "H", "H", "H", "H", "H", "H", "H", "H", "H", "H", "H"], "coordinates": [[-6.58, -0.52, 0.87], [-5.49, -1.40, 0.02], [-5.79, -1.40, -1.05], [-5.50, -2.41, 0.46], [-4.29, -1.03, -0.07], [-4.09, 0.02, -0.73], [-4.87, 0.43, -1.45], [-2.76, 0.61, -0.77], [-1.84, 0.24, 0.16], [-1.89, -0.67, 1.11], [-0.55, 1.15, 0.12], [0.40, 0.72, 0.87], [1.75, 1.00, 0.85], [2.08, 2.26, 0.07], [3.13, 2.68, -0.14], [0.97, 2.47, -0.70], [-0.21, 1.81, -0.84], [-1.05, 2.32, -1.66], [1.36, 3.33, -1.57], [2.73, 0.80, 2.01], [2.29, 0.76, 2.81], [3.17, -0.57, 1.73], [4.04, -0.69, 0.42], [4.74, -0.08, 0.49], [3.32, -0.66, -1.14], [4.29, -1.49, -1.96], [4.55, -3.00, -1.56], [4.84, -2.61, -0.66], [5.03, -0.95, -1.99], [3.70, -1.63, -2.82], [3.05, 0.28, -1.32], [2.38, -1.44, -0.88], [2.48, -1.33, 1.55], [3.92, -1.08, 2.38], [3.54, 1.41, 1.83], [0.36, 0.07, 1.76], [-2.46, 1.33, -1.49], [-7.61, -0.97, 1.06], [-6.73, 0.50, 0.32], [-6.41, -0.25, 1.91]]}


Entry 5:
{"formula": "C6H8", "method": "ωB97M-V/def2-TZVPD", "multiplicity": 1, "e_tot_ha": -233.30856, "e_above_lowest_kcal_mol": 49.2, "homo_lumo_gap_ev": 10.8, "smiles": "C#CC1CCC1", "homo_energy_ev": -9.584, "symbols": ["C", "C", "C", "C", "C", "C", "H", "H", "H", "H", "H", "H", "H", "H"], "coordinates": [[-1.78, -1.23, 2.15], [-0.99, -0.67, 1.45], [0.05, -0.03, 0.63], [-0.24, 1.15, -0.41], [0.91, 0.69, -1.33], [0.71, -0.72, -0.69], [-2.37, -1.88, 2.77], [0.85, 0.36, 1.28], [-0.21, 2.11, 0.04], [-1.18, 1.02, -0.96], [0.73, 0.74, -2.39], [1.96, 1.07, -0.97], [1.60, -1.27, -0.41], [-0.03, -1.34, -1.18]]}


Entry 6:
{"formula": "C20H28N2O4", "method": "ωB97M-V/def2-TZVPD", "multiplicity": 1, "e_tot_ha": -1189.42259, "e_above_lowest_kcal_mol": 35.7, "homo_lumo_gap_ev": 9.1, "smiles": "COc1ccc(CN2C(=O)CC[C@@]2(C)C(=O)NC2CCCC2)c(OC)c1", "homo_energy_ev": -8.399, "symbols": ["C", "O", "C", "C", "C", "C", "C", "N", "C", "O", "C", "C", "C", "C", "C", "O", "N", "C", "C", "C", "C", "C", "C", "O", "C", "C", "H", "H", "H", "H", "H", "H", "H", "H", "H", "H", "H", "H", "H", "H", "H", "H", "H", "H", "H", "H", "H", "H", "H", "H", "H", "H", "H", "H"], "coordinates": [[2.46, -2.94, -3.35], [2.82, -1.72, -2.77], [1.83, -0.88, -2.35], [0.47, -1.14, -2.44], [-0.44, -0.21, -1.97], [-0.02, 0.98, -1.38], [-1.02, 2.00, -0.89], [-2.12, 1.43, -0.13], [-3.28, 1.11, -0.74], [-3.46, 1.09, -1.94], [-4.31, 0.79, 0.33], [-3.50, 0.72, 1.62], [-2.22, 1.54, 1.32], [-2.38, 2.99, 1.76], [-1.06, 0.88, 2.09], [-0.75, 1.26, 3.20], [-0.54, -0.20, 1.50], [0.43, -1.05, 2.15], [1.85, -0.87, 1.58], [2.25, -2.22, 0.97], [0.92, -2.92, 0.70], [0.08, -2.53, 1.92], [1.35, 1.24, -1.30], [1.71, 2.43, -0.72], [3.08, 2.73, -0.58], [2.26, 0.32, -1.78], [3.39, -3.43, -3.61], [1.86, -2.80, -4.26], [1.90, -3.57, -2.65], [0.10, -2.05, -2.89], [-1.49, -0.39, -2.07], [-0.50, 2.73, -0.27], [-1.46, 2.50, -1.76], [-5.04, 1.60, 0.35], [-4.84, -0.13, 0.10], [-3.23, -0.31, 1.84], [-4.03, 1.13, 2.48], [-2.43, 3.03, 2.85], [-3.28, 3.43, 1.33], [-1.52, 3.59, 1.45], [-0.77, -0.41, 0.54], [0.39, -0.78, 3.21], [2.55, -0.56, 2.35], [1.83, -0.10, 0.81], [2.84, -2.10, 0.06], [2.83, -2.80, 1.68], [1.03, -4.00, 0.60], [0.47, -2.53, -0.21], [-0.98, -2.67, 1.77], [0.39, -3.12, 2.78], [3.58, 1.98, 0.05], [3.58, 2.79, -1.54], [3.11, 3.70, -0.08], [3.33, 0.48, -1.73]]}


Entry 7:
{"formula": "C19H56O10P", "method": "ωB97M-V/def2-TZVPD", "charge": 1, "multiplicity": 1, "e_tot_ha": -1850.82004, "homo_lumo_gap_ev": 8.4, "homo_energy_ev": -11.457, "symbols": ["O", "C", "O", "C", "C", "P", "H", "H", "H", "H", "H", "H", "H", "H", "C", "C", "O", "H", "H", "H", "H", "H", "H", "C", "C", "O", "H", "H", "H", "H", "H", "H", "C", "C", "O", "H", "H", "H", "H", "H", "H", "C", "C", "O", "H", "H", "H", "H", "H", "H", "C", "C", "O", "H", "H", "H", "H", "H", "H", "C", "C", "O", "H", "H", "H", "H", "H", "H", "C", "C", "O", "H", "H", "H", "H", "H", "H", "C", "C", "O", "H", "H", "H", "H", "H", "H"], "coordinates": [[0.31, -4.60, 4.22], [0.61, -4.31, 2.95], [1.93, -4.81, 2.43], [-0.28, -3.41, 1.91], [-1.76, -2.97, 2.46], [-3.05, -4.38, 2.52], [2.39, -3.96, 2.12], [0.29, -2.39, 1.67], [-0.43, -4.04, 0.93], [-1.72, -2.39, 3.50], [-2.18, -2.17, 1.68], [-4.22, -3.94, 1.76], [-3.56, -4.66, 3.86], [-2.60, -5.64, 1.99], [1.44, -2.25, -1.95], [0.44, -3.38, -1.82], [-0.78, -2.89, -1.30], [1.62, -1.78, -0.98], [2.39, -2.62, -2.35], [1.06, -1.47, -2.62], [0.82, -4.15, -1.14], [0.25, -3.85, -2.79], [-1.11, -2.22, -1.92], [-5.55, 0.46, 3.90], [-4.94, -0.89, 3.58], [-3.57, -0.90, 3.95], [-5.03, 1.26, 3.38], [-6.61, 0.49, 3.62], [-5.47, 0.67, 4.97], [-5.01, -1.09, 2.50], [-5.46, -1.69, 4.11], [-3.53, -0.73, 4.90], [3.85, -0.29, -5.40], [2.85, -1.42, -5.26], [1.63, -0.92, -4.74], [4.03, 0.19, -4.43], [4.80, -0.65, -5.79], [3.47, 0.49, -6.06], [3.23, -2.18, -4.58], [2.66, -1.88, -6.23], [1.29, -0.25, -5.36], [7.91, -3.11, -4.31], [7.62, -1.64, -4.08], [6.40, -1.50, -3.35], [7.09, -3.58, -4.87], [8.84, -3.24, -4.87], [7.99, -3.64, -3.36], [7.51, -1.11, -5.03], [8.42, -1.16, -3.51], [6.51, -1.96, -2.51], [-6.99, 3.39, -0.12], [-6.63, 2.48, 1.04], [-6.20, 3.26, 2.14], [-6.13, 3.99, -0.42], [-7.32, 2.81, -0.99], [-7.78, 4.09, 0.16], [-5.82, 1.80, 0.76], [-7.50, 1.88, 1.34], [-6.93, 3.85, 2.39], [-10.89, 4.30, 3.37], [-9.76, 3.78, 2.51], [-8.69, 4.72, 2.51], [-11.25, 5.27, 3.00], [-11.73, 3.59, 3.38], [-10.56, 4.46, 4.40], [-10.09, 3.65, 1.48], [-9.39, 2.82, 2.89], [-8.39, 4.82, 3.43], [5.44, 1.26, -1.42], [4.12, 0.79, -0.83], [3.04, 1.29, -1.60], [5.48, 2.36, -1.45], [6.28, 0.90, -0.83], [5.54, 0.91, -2.45], [4.01, 1.17, 0.19], [4.07, -0.30, -0.81], [3.15, 0.94, -2.51], [8.04, 4.56, 0.94], [6.95, 3.58, 1.32], [7.26, 2.29, 0.83], [8.15, 4.60, -0.15], [7.81, 5.56, 1.30], [9.00, 4.24, 1.34], [5.99, 3.89, 0.90], [6.84, 3.53, 2.41], [8.11, 2.02, 1.22]]}


Repeat the second record exactly.
{"formula": "C23H20ClFN4", "method": "ωB97M-V/def2-TZVPD", "multiplicity": 1, "e_tot_ha": -1667.53835, "e_above_lowest_kcal_mol": 0.0, "homo_lumo_gap_ev": 9.0, "smiles": "Fc1ccc(-n2cc(CNCCc3ccccn3)c(-c3ccccc3Cl)n2)cc1", "homo_energy_ev": -8.344, "symbols": ["F", "C", "C", "C", "C", "N", "C", "C", "C", "N", "C", "C", "C", "C", "C", "C", "C", "N", "C", "C", "C", "C", "C", "C", "C", "Cl", "N", "C", "C", "H", "H", "H", "H", "H", "H", "H", "H", "H", "H", "H", "H", "H", "H", "H", "H", "H", "H", "H", "H"], "coordinates": [[-3.51, -6.17, 2.77], [-3.09, -5.01, 2.22], [-3.57, -3.81, 2.73], [-3.14, -2.62, 2.17], [-2.24, -2.64, 1.11], [-1.79, -1.46, 0.52], [-2.17, -0.18, 0.77], [-1.46, 0.64, -0.08], [-1.48, 2.13, -0.09], [-0.97, 2.64, 1.17], [0.44, 2.42, 1.39], [1.39, 3.22, 0.46], [2.80, 3.04, 0.90], [3.59, 2.01, 0.40], [4.88, 1.86, 0.88], [5.35, 2.74, 1.84], [4.48, 3.74, 2.28], [3.25, 3.88, 1.83], [-0.64, -0.25, -0.81], [0.36, 0.06, -1.83], [1.67, -0.40, -1.67], [2.65, -0.10, -2.59], [2.34, 0.67, -3.70], [1.05, 1.11, -3.90], [0.07, 0.80, -2.97], [-1.57, 1.28, -3.29], [-0.85, -1.50, -0.43], [-1.77, -3.85, 0.62], [-2.19, -5.04, 1.17], [-4.26, -3.82, 3.55], [-3.51, -1.70, 2.58], [-2.91, 0.09, 1.50], [-0.92, 2.51, -0.96], [-2.51, 2.48, -0.19], [-1.17, 3.63, 1.25], [0.66, 2.71, 2.43], [0.64, 1.35, 1.28], [1.27, 2.87, -0.57], [1.13, 4.28, 0.52], [3.20, 1.34, -0.35], [5.52, 1.07, 0.51], [6.35, 2.67, 2.24], [4.79, 4.46, 3.03], [1.89, -1.00, -0.80], [3.66, -0.46, -2.45], [3.11, 0.92, -4.42], [0.79, 1.69, -4.77], [-1.07, -3.83, -0.21], [-1.83, -5.99, 0.80]]}